A structure of composition C26H10BaF4N6O2 in a non-equilibrium geometry, computed with wB97M-V/def2-TZVPD.

Summary:
HOMO-LUMO gap (Ha): 0.11064
Largest force on an atom (eV/Å): 2.46
LUMO (eV): -3.9402
Electronic energy (Ha): -1900.68926

Structure (ORCA input):
```
! wB97M-V def2-TZVPD RIJCOSX def2/J DEFGRID3
* xyz 0 1
Ba -0.6683 -0.6413 -1.0206
O -1.7610 1.1396 -0.0991
C -2.5028 1.3455 0.9144
C -3.6850 2.1291 0.7960
C -4.4714 2.4003 1.8879
C -4.1380 1.9243 3.1485
C -3.0035 1.1549 3.2837
C -2.1773 0.8189 2.1836
C -1.0797 -0.0527 2.4579
N -0.3315 -0.6382 1.5731
N 0.6227 -1.4195 2.1206
C 1.2677 -2.1182 1.2001
O 1.0011 -2.0840 -0.0304
C 2.3265 -2.9845 1.7557
C 2.7106 -2.8344 3.0833
C 3.6746 -3.6598 3.6233
C 4.2507 -4.6520 2.8523
C 3.8744 -4.8187 1.5320
C 2.9171 -3.9853 0.9753
H -3.9281 2.5071 -0.1823
H -5.3580 2.9960 1.7700
H -4.7711 2.1540 3.9867
H -2.7248 0.7558 4.2456
H -0.8503 -0.3011 3.4932
H 2.2389 -2.0745 3.6835
H 3.9720 -3.5381 4.6509
H 4.9946 -5.3021 3.2828
H 4.3198 -5.5987 0.9467
H 2.6121 -4.1019 -0.0517
F -2.1171 -6.5105 2.5081
C -1.3353 -6.2226 1.4696
C -0.2123 -6.9705 1.2650
F 0.0478 -7.9572 2.1152
C 0.7163 -6.7171 0.1754
C 0.3357 -5.6305 -0.6991
C -0.7754 -4.8892 -0.4781
F -1.0769 -3.9161 -1.3448
C -1.6735 -5.1153 0.6186
C -2.7287 -4.2966 0.7814
C -2.7468 -3.1304 0.0406
N -2.6741 -2.1372 -0.5095
C -3.7461 -4.4229 1.7390
N -4.5954 -4.4523 2.4953
F 1.0686 -5.3512 -1.7699
C 1.8576 -7.4298 -0.0030
C 2.2153 -8.5133 0.7977
N 2.5654 -9.4066 1.4125
C 2.7958 -7.1132 -0.9879
N 3.5969 -6.8844 -1.7649
*
```

---

A structure of composition C26H10F15GeIrN5S2Se, computed with wB97M-V/def2-TZVPD.

Summary:
HOMO-LUMO gap (spin up / spin down) (Ha): 0.22241 / 0.16704
ΔE to the lowest compared entry with this formula, charge and spin (kJ/mol): 0.0
Largest force on an atom (eV/Å): 0.26
LUMO (spin up / spin down) (eV): -8.0233 / -9.5300
Electronic energy (Ha): -8146.94850

Structure (ORCA input):
```
! wB97M-V def2-TZVPD RIJCOSX def2/J DEFGRID3
* xyz 2 2
Ir 1.8826 -0.2905 0.6658
C 4.6475 -1.6532 4.9581
C 4.9310 -1.6214 3.5057
N 6.0273 -1.9678 2.9225
N 5.8133 -1.7844 1.5851
C 4.6050 -1.3221 1.3132
S 3.8895 -0.9269 -0.1942
N 4.0170 -1.2099 2.5304
N 2.6974 -0.7448 2.6812
H 5.5881 -1.7787 5.4885
H 3.9966 -2.4928 5.2094
H 4.1780 -0.7284 5.2959
H 6.5520 -2.0022 0.9300
H 2.1276 -1.4834 3.0958
H 2.6951 0.0518 3.3210
Se 2.5536 1.9009 1.2221
C 1.6955 3.0757 -0.0007
C 1.9014 2.9478 -1.3670
C 1.3727 3.9498 -2.1715
N 0.6752 4.9778 -1.6989
C 0.4800 5.0639 -0.3882
C 0.9811 4.1431 0.5253
H 2.4544 2.1246 -1.7989
H 1.5114 3.9136 -3.2458
H -0.0945 5.9152 -0.0404
H 0.8196 4.2733 1.5868
F -0.1469 0.1930 1.5351
C -1.1025 -0.7930 1.7841
C -1.7496 -1.3521 0.7107
C -2.7459 -2.2630 1.0233
F -3.4388 -2.8527 0.0596
C -3.0557 -2.5908 2.3386
F -4.0048 -3.4624 2.6026
C -2.3468 -2.0106 3.3830
F -2.6115 -2.3335 4.6305
C -1.3426 -1.0923 3.1034
F -0.6227 -0.5290 4.0776
Ge -1.2753 -0.7511 -1.0864
S 1.0054 -0.9567 -1.2295
C -1.7397 1.1158 -1.3248
C -2.6242 1.8145 -0.5185
F -3.1158 1.2513 0.5940
C -3.0358 3.0994 -0.8227
F -3.8695 3.7475 -0.0241
C -2.5651 3.7110 -1.9771
F -2.9492 4.9341 -2.2746
C -1.6800 3.0378 -2.8082
F -1.2274 3.6142 -3.9101
C -1.2803 1.7627 -2.4610
F -0.4341 1.1185 -3.2800
C -2.0184 -1.8578 -2.4779
C -3.2991 -1.5864 -2.9376
F -3.9874 -0.5717 -2.4003
C -3.9032 -2.3459 -3.9205
F -5.1238 -2.0640 -4.3407
C -3.2109 -3.4228 -4.4593
F -3.7715 -4.1594 -5.3939
C -1.9343 -3.7329 -4.0088
F -1.2834 -4.7667 -4.5150
C -1.3641 -2.9509 -3.0231
F -0.1434 -3.2851 -2.5793
*
```

---

A structure of composition C26H11BrCl5MoN3O7Se in a non-equilibrium geometry, computed with wB97M-V/def2-TZVPD.

Summary:
HOMO-LUMO gap (spin up / spin down) (Ha): 0.23148 / 0.23677
ΔE to the lowest compared entry with this formula, charge and spin (kJ/mol): 0.0
Largest force on an atom (eV/Å): 1.70
LUMO (spin up / spin down) (eV): -7.4711 / -7.3519
Electronic energy (Ha): -9032.36274

Structure (ORCA input):
```
! wB97M-V def2-TZVPD RIJCOSX def2/J DEFGRID3
* xyz 2 1
Mo 0.3827 -0.5065 0.0474
Cl 1.6511 3.4470 6.3855
C 1.3960 2.6592 4.8940
C 2.3790 1.8086 4.3808
Cl 3.8268 1.5394 5.2404
C 2.1788 1.1743 3.1578
Cl 3.3597 0.1141 2.4926
C 1.0046 1.4101 2.4706
O 0.8134 0.7663 1.2730
C 0.0138 2.2325 2.9705
Cl -1.4686 2.4103 2.0926
C 0.2049 2.8637 4.1945
Cl -1.0180 3.8728 4.8302
O -3.7303 3.1533 -5.7499
C -2.9963 3.2785 -4.9079
O -2.1960 3.4931 -4.0256
C -1.4966 2.5251 -3.1105
C -0.8687 3.1211 -2.0623
C -0.2444 2.2511 -1.1772
N -0.2853 0.9173 -1.3414
C -0.9043 0.4138 -2.4182
C -1.5394 1.1920 -3.3672
C -0.9180 -1.0954 -2.4966
O -1.3573 -1.7181 -3.4073
O -0.3949 -1.5575 -1.3647
H -0.8455 4.1903 -1.9009
H 0.2766 2.6294 -0.3113
H -2.0263 0.7014 -4.2038
Se 2.7929 0.8284 -2.2968
N 2.2123 -0.4120 -1.1092
C 3.1940 -1.2922 -0.9328
C 3.1492 -2.4585 -0.1016
C 4.2539 -3.2335 -0.0406
C 5.4661 -2.9391 -0.7751
C 5.5466 -1.8715 -1.5874
C 4.3958 -1.0110 -1.6954
N 4.3638 0.0571 -2.4588
H 2.2567 -2.7279 0.4480
H 4.2322 -4.1221 0.5775
H 6.3129 -3.6028 -0.6657
H 6.4332 -1.6360 -2.1592
Br -4.2868 1.5400 -0.5495
C -4.1484 -0.2471 0.0971
C -5.2233 -1.1131 -0.0147
C -5.0885 -2.4072 0.4769
C -3.8937 -2.8313 1.0391
C -2.8233 -1.9497 1.1216
C -2.9606 -0.6409 0.6754
C -1.5382 -2.4620 1.6592
O -1.3608 -3.4430 2.2949
O -0.4500 -1.6847 1.2360
H -6.1518 -0.7863 -0.4625
H -5.9247 -3.0896 0.4113
H -3.7762 -3.8430 1.4023
H -2.1806 0.0918 0.8252
*
```

---

What is the largest force on an atom in the second record?
0.26 eV/Å